Entry from OMol25: an isolated ion of composition C6H12N and charge +1 at a distorted geometry (the ωB97M-V functional and the def2-TZVPD basis).

- Relative energy (zero: lowest compared OMol25 entry of this formula, charge and spin): 64.4 kcal per mole
- LUMO: -4.61 eV
- M: 98.169 g mol⁻¹
- Charge: +1
- Gap between HOMO and LUMO: 10.7 eV

Each line ends with the Löwdin charge.
Cartesian coordinates (Å):
C 2.19108 -2.21429 0.97178  0.16
N 1.40640 -1.58765 0.28531  0.11
C 0.79482 -0.66724 -0.30523  -0.19
C 0.94430 -0.62685 -1.80974  0.06
C -0.13928 0.31168 0.35485  -0.11
C -1.40448 1.08675 -0.20815  -0.24
C -2.08249 1.83113 0.99501  -0.10
H 1.94499 -3.28633 0.88762  0.14
H 3.05132 -1.67187 1.30007  0.13
H 0.73136 -1.53030 -2.24547  0.08
H 2.05281 -0.35837 -1.94398  0.15
H 0.39171 0.08581 -2.21811  0.03
H 0.36974 1.03062 0.90902  0.11
H -0.40480 -0.35489 1.14969  0.12
H -1.20713 1.79284 -1.07200  0.12
H -2.08204 0.31876 -0.63449  0.11
H -2.94000 2.35035 0.40828  0.12
H -1.29111 2.46837 1.38790  0.06
H -2.32720 1.02148 1.78764  0.11

***

Entry from OMol25: an isolated ion of composition C6H7N4S2 and charge +1 at a distorted geometry (the ωB97M-V functional and the def2-TZVPD basis).

- Relative energy (zero: lowest compared OMol25 entry of this formula, charge and spin): 0.0 kcal per mole
- LUMO (alpha / beta): -5.87 / -5.28 eV
- M: 199.284 g mol⁻¹
- Charge: +1
- Gap between HOMO and LUMO (alpha / beta): 7.2 / 7.6 eV

Each line ends with the Löwdin charge.
Cartesian coordinates (Å):
C -3.67479 -0.11161 0.12310  -0.06
C -2.46718 -1.85361 0.77177  -0.07
C -0.03526 -2.08821 0.02851  -0.07
C -2.54924 0.48752 -0.42219  0.03
C -1.23765 -1.43156 0.19464  -0.14
C 3.84491 1.00948 0.40213  -0.46
N -3.59677 -1.29164 0.72971  0.09
N -0.27030 0.36610 -0.74190  0.29
N 0.90111 -1.38258 -0.47374  -0.45
N -1.30320 -0.16360 -0.33946  -0.16
S 3.22427 -0.60808 0.87880  0.55
S 2.38711 -1.29999 -0.95015  0.76
H -4.71548 0.43310 0.02384  0.17
H -2.42140 -2.70505 1.39915  0.13
H 0.09146 -3.12362 0.26997  0.16
H -2.48012 1.33523 -0.98948  0.10
H 4.08128 1.76486 1.14490  0.05
H 3.01293 1.51788 -0.24382  0.07
H 4.73603 0.68119 -0.12569  0.02

***

Entry from OMol25: C12H24AgCl12NiO4P as an isolated structure at a distorted geometry (the ωB97M-V functional and the def2-TZVPD basis).

- LUMO (alpha / beta): -5.99 / -7.45 eV
- Multiplicity: 4
- M: 855.291 g mol⁻¹
- Charge: +1
- Gap between HOMO and LUMO (alpha / beta): 6.5 / 5.0 eV

Each line ends with the Löwdin charge.
Cartesian coordinates (Å):
Ag 13.89006 4.58394 6.00230  0.81
Ni 16.88533 6.36872 7.87919  1.01
P 14.42123 6.62926 7.23734  0.07
O 15.37791 7.55265 8.00683  -0.30
O 15.51870 5.53633 6.99062  -0.49
O 14.01057 6.81928 5.76338  -0.29
O 13.42415 5.65947 7.78766  -0.25
Cl 18.14655 10.23036 11.48042  0.60
C 16.80827 9.79270 10.48124  -0.74
C 15.51199 10.40171 11.06461  -0.69
Cl 15.07757 9.66396 12.62366  0.56
H 16.71877 8.71318 10.35992  0.04
H 17.07315 10.27097 9.53826  0.04
H 14.77600 10.29807 10.26731  0.01
H 15.63292 11.47701 11.19585  0.07
Cl 14.76270 11.33420 7.84335  0.62
C 14.68119 10.45171 6.28165  -0.64
C 13.23277 10.19754 5.94011  -0.69
Cl 12.44889 11.65260 5.28690  0.59
H 15.29307 9.58575 6.53428  0.02
H 15.17655 10.97144 5.46152  0.05
H 12.71815 9.92192 6.86060  0.06
H 13.17446 9.47557 5.12558  0.05
Cl 18.58966 7.58024 3.60421  0.56
C 16.88620 7.46759 4.13167  -0.67
C 15.98994 8.04914 3.01983  -0.70
Cl 16.25115 9.74687 2.85853  0.63
H 16.76694 8.02390 5.06140  0.04
H 16.68449 6.42061 4.35805  0.03
H 14.93038 7.97191 3.26370  0.05
H 16.14058 7.48557 2.09906  0.08
Cl 15.94518 3.38342 4.51659  0.59
C 17.16507 2.30689 5.16749  -0.60
C 17.23517 2.59263 6.67117  -0.64
Cl 15.67907 2.27060 7.44712  0.59
H 18.12101 2.46805 4.66920  0.09
H 16.85414 1.27626 4.99652  0.09
H 17.48353 3.62666 6.91037  0.04
H 17.91884 1.89807 7.15932  0.08
Cl 10.68894 9.14744 10.41050  0.54
C 11.10545 7.54810 9.68282  -0.63
C 12.28721 6.93343 10.47788  -0.64
Cl 11.78615 6.62290 12.19950  0.52
H 11.34578 7.69936 8.63045  0.04
H 10.23768 6.89231 9.61194  0.07
H 13.11163 7.64299 10.54829  0.04
H 12.66238 5.96795 10.13848  0.04
Cl 11.02922 4.80353 5.53379  0.58
C 11.11261 6.13349 4.34748  -0.59
C 11.60707 5.55236 3.02253  -0.59
Cl 13.19316 4.74886 3.22990  0.56
H 11.78130 6.85733 4.81333  0.04
H 10.09816 6.53047 4.38512  0.08
H 11.57509 6.34771 2.27789  0.09
H 10.91354 4.80690 2.63342  0.08

***

Entry from OMol25: an isolated molecule of C4H8N4O3S at a distorted geometry (the ωB97M-V functional and the def2-TZVPD basis).

- Relative energy (zero: lowest compared OMol25 entry of this formula, charge and spin): 41.6 kcal per mole
- LUMO: 0.02 eV
- M: 192.200 g mol⁻¹
- Charge: 0
- Gap between HOMO and LUMO: 9.4 eV

Each line ends with the Löwdin charge.
Cartesian coordinates (Å):
C 2.11129 1.53585 -0.18241  -0.06
C 0.80318 0.98134 -0.68156  -0.31
N 1.06773 -0.25239 -1.39727  0.08
N 0.59336 -1.34501 -1.14737  0.12
C -0.38976 -1.45758 -0.12708  -0.61
N -0.84771 -2.77837 0.10099  0.15
N 0.04160 -0.72605 1.07639  0.08
C -0.13354 0.70341 0.71633  -0.26
S -1.76190 0.75371 0.03933  0.67
O -2.70399 0.61372 1.13409  -0.29
O -2.10158 1.70863 -0.95789  -0.25
O -1.55908 -0.72511 -0.61742  -0.17
H 1.82698 2.55919 0.33764  0.13
H 2.90064 1.49738 -1.00984  0.11
H 2.58102 0.96283 0.54020  0.04
H 0.28785 1.58513 -1.28976  0.08
H -0.82689 -3.37025 -0.70607  0.09
H -1.66869 -2.86507 0.66008  0.09
H -0.42383 -0.80585 1.94804  0.11
H 0.20332 1.42449 1.56359  0.17

***

Entry from OMol25: C5H3NO2 as an isolated structure at a distorted geometry (the ωB97M-V functional and the def2-TZVPD basis).

- Relative energy (zero: lowest compared OMol25 entry of this formula, charge and spin): 41.7 kcal per mole
- LUMO: 0.87 eV
- M: 109.084 g mol⁻¹
- Charge: 0
- Gap between HOMO and LUMO: 9.6 eV

Each line ends with the Löwdin charge.
Cartesian coordinates (Å):
C -2.01658 -0.15958 0.01365  -0.14
C -0.05262 -0.67777 0.01361  -0.24
C 1.22054 -1.13032 -0.14426  0.03
C 1.18119 1.09815 0.03163  -0.09
C -0.12721 0.76975 -0.05917  -0.23
H -3.05776 -0.14454 0.35158  0.15
H 1.88559 -1.91900 -0.10949  0.10
H 1.71045 2.16146 -0.01192  0.17
N -1.31910 -1.15964 -0.01357  0.16
O -1.40963 1.13302 -0.12314  0.10
O 1.98512 0.02846 0.05109  -0.02

***

Entry from OMol25: an isolated molecule of C4H9NO at a distorted geometry (the ωB97M-V functional and the def2-TZVPD basis).

- Relative energy (zero: lowest compared OMol25 entry of this formula, charge and spin): 99.6 kcal per mole
- LUMO: 0.65 eV
- M: 87.122 g mol⁻¹
- Charge: 0
- Gap between HOMO and LUMO: 9.1 eV

Each line ends with the Löwdin charge.
Cartesian coordinates (Å):
C -1.73619 -0.25719 -0.60632  -0.08
C -0.87336 -0.36190 0.61550  -0.26
C 0.57268 -0.75723 0.60991  -0.35
N 1.18379 -1.01295 -0.66845  -0.04
C 0.20682 0.72100 0.73045  -0.29
O 0.65072 1.50421 -0.41566  -0.14
H -1.20516 -0.00835 -1.49149  0.05
H -2.22307 -1.24941 -0.83608  0.09
H -2.55138 0.43665 -0.50658  0.07
H -1.33938 -0.55006 1.54197  0.11
H 0.84664 -1.38432 1.49762  0.14
H 1.97667 -1.91480 -0.52954  0.15
H 1.75219 0.00148 -1.13871  0.19
H 0.28082 1.27022 1.72141  0.15
H -0.04929 2.38754 -0.35150  0.21

***

Entry from OMol25: a 14-piece molecular cluster, C23H74N16O17 overall at a distorted geometry (the ωB97M-V functional and the def2-TZVPD basis).

- Relative energy (zero: lowest compared OMol25 entry of this formula, charge and spin): 0.0 kcal per mole
- LUMO: 0.22 eV
- M: 846.940 g mol⁻¹
- Charge: 0
- Gap between HOMO and LUMO: 9.9 eV

Each line ends with the Löwdin charge.
Cartesian coordinates (Å):
C 12.71286 6.53770 16.12139  -0.06
C 13.22869 7.10334 14.86304  -0.48
C 12.05577 7.55746 13.97306  -0.06
O 13.98541 8.27306 15.14933  -0.08
H 13.44827 6.15952 16.84366  0.10
H 11.98857 5.77500 15.92317  0.08
H 12.13088 7.34211 16.60646  0.10
H 13.87477 6.41018 14.30753  0.15
H 12.35508 8.03347 13.00336  0.08
H 11.45422 8.25249 14.54008  0.07
H 11.41075 6.74222 13.66206  0.08
H 13.53799 8.72615 15.87374  0.06
C 12.59736 11.26102 10.53645  -0.05
C 12.36359 12.57767 11.23352  -0.46
C 10.93717 12.62717 11.82205  -0.03
O 13.32366 12.84082 12.24720  -0.09
H 12.64278 10.46619 11.28665  0.07
H 13.41431 11.16510 9.82269  0.07
H 11.65819 11.10832 9.96695  0.07
H 12.46459 13.38136 10.46975  0.11
H 10.78833 13.48535 12.50336  0.06
H 10.67418 11.72535 12.39360  0.07
H 10.17048 12.69591 11.01006  0.09
H 12.96283 13.35228 12.99557  0.05
C 9.59502 10.40298 7.97620  -0.05
C 8.56406 9.25638 7.92234  -0.46
C 8.59691 8.48301 6.61846  -0.06
O 8.87819 8.32585 8.96565  -0.10
H 9.47000 11.00970 8.88767  0.08
H 9.50062 11.09093 7.12117  0.08
H 10.60948 10.03984 7.94150  0.06
H 7.57288 9.70039 8.09595  0.14
H 7.70536 7.90251 6.36513  0.08
H 9.50559 7.81457 6.55045  0.08
H 8.70719 9.21254 5.83133  0.07
H 9.79274 8.37298 9.26105  0.01
C 12.51354 16.71439 9.00106  -0.68
O 12.52881 16.70946 7.76563  -0.02
N 11.77153 17.69274 9.63977  0.17
N 13.08399 15.80669 9.77310  0.20
H 11.24704 18.30589 9.04033  0.10
H 11.74677 17.77834 10.63111  0.07
H 12.90002 15.80819 10.75669  0.08
H 13.90196 15.36714 9.38078  0.08
C 9.83091 14.68990 7.53855  -0.69
O 8.86424 14.53094 8.30994  -0.01
N 9.82284 15.35102 6.34559  0.17
N 11.01096 14.12767 7.74899  0.17
H 9.14908 16.08130 6.20175  0.10
H 10.73544 15.47207 5.96195  0.09
H 10.93342 13.59795 8.59330  0.08
H 11.82846 14.69350 7.69606  0.05
C 16.20335 10.51604 12.90764  -0.61
O 16.99563 11.16995 12.23497  0.01
N 16.60971 9.30276 13.45705  0.16
N 14.95087 10.87234 13.31345  0.18
H 17.60790 9.13117 13.47422  0.11
H 16.06084 8.92168 14.20426  0.06
H 14.59479 11.70632 12.84361  0.06
H 14.40060 10.21588 13.86125  0.08
C 13.72133 10.96000 17.12344  -0.73
O 13.50467 10.35109 18.18281  0.02
N 12.76243 11.13768 16.19874  0.18
N 14.89039 11.35487 16.69141  0.18
H 12.91094 11.88919 15.54098  0.06
H 11.82960 11.14505 16.58458  0.09
H 14.91224 11.56796 15.72364  0.07
H 15.68602 11.05363 17.19952  0.12
C 13.47426 14.84185 15.32954  -0.59
O 12.84410 13.91676 14.81966  -0.01
N 13.55699 16.12696 14.70071  0.17
N 14.19884 14.78100 16.50495  0.17
H 13.34717 16.02968 13.70957  0.07
H 14.41366 16.61631 14.90060  0.08
H 14.47175 13.80477 16.65044  0.08
H 14.96097 15.42558 16.59396  0.09
C 10.07632 15.91861 12.44584  -0.69
O 11.27628 16.15911 12.48098  0.00
N 9.34602 15.52321 11.37966  0.18
N 9.31746 16.08300 13.55949  0.17
H 9.87942 15.36605 10.52293  0.09
H 8.49068 14.99500 11.47480  0.11
H 8.33627 15.88330 13.60750  0.10
H 9.79612 16.31964 14.40980  0.10
C 8.32449 9.73617 12.36146  -0.71
O 8.14697 10.57770 13.19781  0.03
N 7.32647 9.32369 11.49944  0.15
N 9.42225 8.94422 12.32210  0.18
H 7.45054 8.68772 10.73654  0.06
H 6.56661 9.98969 11.43425  0.10
H 10.01062 9.06572 13.10202  0.06
H 9.49257 8.14104 11.71264  0.10
C 12.42343 7.66137 9.23326  -0.68
O 11.49478 8.13554 9.87452  0.01
N 13.71606 7.87069 9.63012  0.17
N 12.31366 7.02473 8.08713  0.19
H 13.62439 8.56840 10.35326  0.09
H 14.44190 7.74402 8.95200  0.10
H 13.06527 6.45446 7.77171  0.10
H 11.44436 6.83048 7.62472  0.11
C 16.42068 14.82532 13.04478  -0.24
C 17.86682 14.48813 12.48926  -0.30
O 18.30617 13.33947 13.05378  -0.06
O 15.92313 16.05654 12.58647  -0.08
H 16.43932 14.83349 14.12444  0.10
H 15.73096 14.03225 12.72011  0.10
H 18.55509 15.31047 12.73130  0.12
H 17.76276 14.54245 11.40340  0.10
H 17.82850 12.61485 12.53596  0.06
H 16.61357 16.47042 12.06890  0.08
C 15.17964 13.22126 8.57930  -0.24
C 16.08488 13.87201 7.52966  -0.28
O 17.43998 13.71133 7.77162  -0.04
O 15.47020 13.83369 9.84051  -0.08
H 15.37190 12.11821 8.50869  0.13
H 14.08183 13.37863 8.33251  0.12
H 15.76764 14.92156 7.47956  0.12
H 15.85135 13.38859 6.58467  0.12
H 17.64252 14.14954 8.60398  0.08
H 15.55225 13.07513 10.43022  0.07
C 9.77493 13.16834 16.09361  -0.27
C 10.47358 14.29333 16.82079  -0.26
O 9.67269 15.04977 17.72805  -0.06
O 9.67185 12.05281 16.93721  -0.07
H 10.38080 12.91428 15.17056  0.11
H 8.79905 13.53974 15.67150  0.13
H 10.91658 15.05777 16.16840  0.10
H 11.28473 13.88796 17.43569  0.12
H 9.54156 14.52516 18.51301  0.08
H 8.76993 11.66267 16.84247  0.12